(1)
Below is a 3-piece molecular cluster, C18H41Br2N8O3P2 overall in a non-equilibrium geometry, with properties calculated with ωB97M-V with the def2-TZVPD basis set.

Element x y z (Å)
1 O -3.47936 -3.44490 3.94541
2 C -4.38419 -2.80949 3.56146
3 Br -6.00351 -2.55390 4.60368
4 C -4.37559 -2.07524 2.22296
5 C -4.16684 -0.61578 2.54874
6 C -2.84258 -0.15801 2.70033
7 C -2.64923 1.16433 3.04509
8 Br -0.96564 1.90469 3.28066
9 C -3.81883 1.91342 3.20832
10 N -4.99505 1.36912 2.99948
11 N -5.26092 0.11277 2.66595
12 H -5.31170 -2.23174 1.69394
13 H -3.55803 -2.42764 1.59109
14 H -2.02494 -0.85099 2.56020
15 H -3.76781 2.95046 3.50842
16 H -5.81613 1.95880 3.09785
17 O -2.52061 -3.44436 -0.35957
18 P -1.17292 -3.71383 -0.98604
19 N -0.97414 -2.26277 -1.88356
20 C -1.00409 -2.02315 -3.30945
21 C -0.91817 -1.04201 -1.10470
22 N -1.62504 -5.10169 -1.89583
23 C -1.50224 -5.21812 -3.33379
24 C -2.83043 -5.80226 -1.45462
25 N 0.45650 -4.14215 -1.07912
26 C 1.53445 -3.37925 -1.68415
27 C 0.85112 -5.50885 -0.73050
28 H -0.12771 -1.43705 -3.61708
29 H -1.90067 -1.46713 -3.60580
30 H -0.96351 -2.92700 -3.90529
31 H 0.03491 -0.95273 -0.56452
32 H -1.72864 -1.00306 -0.36426
33 H -1.01701 -0.16046 -1.73666
34 H -2.25297 -4.61989 -3.86366
35 H -1.63516 -6.25836 -3.63894
36 H -0.50211 -4.94454 -3.67840
37 H -3.74620 -5.31326 -1.80754
38 H -2.87217 -5.86809 -0.37115
39 H -2.82029 -6.82692 -1.83258
40 H 1.55808 -3.53026 -2.76669
41 H 2.49839 -3.69650 -1.28213
42 H 1.46904 -2.31546 -1.47017
43 H 0.92098 -6.13246 -1.62486
44 H 0.13689 -5.96519 -0.05041
45 H 1.81964 -5.52036 -0.22640
46 O 0.78166 4.31606 -0.77364
47 P 1.98133 4.36113 0.12965
48 N 3.13609 5.06308 -0.91503
49 C 4.30285 4.49068 -1.54572
50 C 2.83150 6.40895 -1.38226
51 N 2.10680 2.65087 0.39593
52 C 3.27707 1.85356 0.09820
53 C 0.90752 1.87349 0.11711
54 N 2.87824 4.66567 1.53278
55 C 4.15070 5.36018 1.62729
56 C 2.50350 3.99841 2.77646
57 H 5.17884 5.13361 -1.38529
58 H 4.16208 4.37929 -2.62649
59 H 4.58596 3.52209 -1.14690
60 H 2.96358 7.15058 -0.58158
61 H 1.80174 6.48315 -1.74116
62 H 3.48215 6.69813 -2.20554
63 H 3.41403 1.70317 -0.97985
64 H 3.18913 0.86566 0.55988
65 H 4.18224 2.28984 0.52649
66 H 0.78535 1.66989 -0.95383
67 H 0.01790 2.38835 0.47002
68 H 0.94837 0.91439 0.64524
69 H 4.98102 4.69009 1.38787
70 H 4.30639 5.73457 2.64104
71 H 4.19823 6.23598 0.98635
72 H 3.09556 3.09135 2.92916
73 H 1.45031 3.72407 2.77165
74 H 2.65431 4.65491 3.63650

Cartesian forces, eV/Å:
O 0.478 -0.436 0.557
C -0.179 0.059 -0.696
Br 0.075 -0.016 -0.038
C -0.176 0.448 0.064
C -0.279 -1.264 -0.710
C -0.264 0.674 0.261
C -0.298 -0.764 -0.161
Br -0.107 0.068 0.075
C 0.796 0.465 0.130
N -0.503 0.102 0.026
N 0.928 0.734 0.178
H -0.123 0.116 0.100
H 0.073 -0.284 0.108
H 0.048 -0.008 -0.037
H -0.270 0.065 -0.064
H -0.103 -0.119 -0.003
O 1.792 0.068 3.059
P -1.392 0.015 -5.962
N 0.000 0.147 0.305
C 0.393 -0.055 -0.264
C -0.131 -0.173 0.415
N -0.769 -0.260 0.499
C 0.692 -0.132 -0.101
C -0.194 0.104 0.053
N -0.170 -0.277 1.766
C 0.226 0.556 0.318
C 0.040 -0.081 0.228
H -0.066 0.078 0.028
H -0.016 -0.031 0.022
H -0.085 -0.075 0.168
H -0.012 0.120 0.023
H 0.020 -0.005 -0.028
H 0.011 -0.075 -0.117
H 0.032 -0.016 -0.045
H -0.068 -0.025 0.126
H -0.035 0.161 0.037
H -0.040 -0.039 0.053
H -0.033 0.105 0.000
H 0.122 0.052 -0.135
H -0.061 0.043 -0.007
H -0.090 -0.175 0.049
H -0.157 0.003 -0.147
H -0.026 0.014 -0.014
H -0.085 -0.028 -0.089
H -0.002 0.136 -0.015
O -1.251 2.110 2.394
P 3.722 -3.320 -3.060
N -0.123 0.184 0.056
C 0.414 -0.035 0.256
C -0.486 0.064 0.147
N -0.722 -0.335 -0.037
C 0.400 0.137 0.488
C -0.097 0.028 -0.265
N -1.587 0.565 0.654
C 0.038 0.647 -0.083
C -0.104 0.087 0.136
H -0.039 0.039 -0.089
H -0.032 -0.016 0.013
H -0.199 -0.005 0.041
H 0.015 0.061 -0.089
H 0.012 -0.012 0.027
H 0.094 -0.145 0.013
H 0.065 -0.014 0.017
H -0.131 0.019 0.003
H -0.006 0.132 -0.128
H -0.109 -0.028 0.006
H -0.005 0.093 -0.178
H 0.239 0.013 0.015
H -0.017 0.005 -0.072
H -0.132 -0.135 0.058
H 0.014 -0.137 -0.161
H -0.011 -0.015 -0.016
H 0.009 -0.065 -0.083
H 0.035 0.083 -0.081

As for the total charge: +1. As for the spin multiplicity: 1. As for the molar mass: 639.3 g mol⁻¹. As for the total energy: -196047.6955 eV. The HOMO-LUMO gap comes out at 4.9078 eV. Its strongest force on any atom is 0.11907 hartree/bohr.



(2)
Below is a 7-piece molecular cluster, C18H41Cl4O14P2 overall, with properties calculated with ωB97M-V with the def2-TZVPD basis set.

Element x y z (Å)
1 C 0.76543 0.60023 1.10662
2 C 0.58176 -0.87165 1.48258
3 O 1.30190 -1.29171 2.42179
4 O -0.28349 -1.51401 0.83669
5 H 0.60710 0.80250 0.04827
6 H 1.77247 0.89754 1.40051
7 H 0.03005 1.15703 1.69131
8 C 3.87186 -0.60190 3.53367
9 Cl 4.94982 0.46664 2.61427
10 Cl 4.53832 -0.93302 5.14772
11 H 2.90501 -0.13646 3.64923
12 H 3.77242 -1.53939 3.00823
13 C -2.00224 5.09876 2.14818
14 Cl -1.74452 6.48543 3.23140
15 Cl -0.90259 3.76312 2.52035
16 H -3.02613 4.76389 2.25505
17 H -1.83008 5.41065 1.12439
18 C -2.20805 -4.55920 6.34235
19 O -3.00624 -3.97993 5.31027
20 P -2.26489 -3.23771 4.13869
21 O -1.11514 -3.92013 3.56009
22 O -1.98928 -1.84199 4.81961
23 C -1.60337 -0.68337 4.06501
24 O -3.46995 -3.01618 3.13636
25 C -3.14138 -2.68733 1.77517
26 H -2.53062 -4.15714 7.30428
27 H -1.15231 -4.31375 6.22476
28 H -2.34964 -5.63742 6.33406
29 H -1.46920 -0.85644 2.99715
30 H -0.69109 -0.30219 4.51312
31 H -2.38841 0.06821 4.19215
32 H -2.06641 -2.75181 1.57549
33 H -3.45457 -1.66148 1.56681
34 H -3.66790 -3.36797 1.10887
35 C 0.59576 3.47366 -1.32482
36 O -0.55207 2.69064 -1.00959
37 P -2.03051 3.15232 -1.20762
38 O -2.29881 4.58605 -1.20592
39 O -2.77742 2.38695 -0.06452
40 C -2.54114 0.99339 0.21880
41 O -2.43005 2.40002 -2.54619
42 C -3.75637 2.55642 -3.04025
43 H 0.33545 4.32800 -1.95146
44 H 1.29980 2.85373 -1.88271
45 H 1.07379 3.80838 -0.40678
46 H -1.68697 0.58343 -0.31592
47 H -3.41857 0.40538 -0.05962
48 H -2.38264 0.89246 1.28849
49 H -4.30509 1.61241 -2.93248
50 H -3.70037 2.72854 -4.11349
51 H -4.31424 3.32166 -2.50546
52 O 5.33329 0.03278 -2.24662
53 C 4.28505 0.55699 -1.99112
54 O 3.50756 1.17294 -2.91052
55 C 3.93137 1.26405 -4.26019
56 C 2.71220 1.47097 -5.13412
57 C 3.59351 0.58741 -0.65530
58 H 4.50945 0.40174 -4.59905
59 H 4.60802 2.11586 -4.38375
60 H 2.04576 2.22909 -4.71623
61 H 2.14560 0.57926 -5.38853
62 H 3.04825 1.93420 -6.06912
63 H 4.24030 0.16600 0.09993
64 H 2.65326 0.04669 -0.77254
65 H 3.29461 1.61290 -0.43606
66 O 1.24255 -3.80440 -1.68147
67 C 0.56137 -3.59818 -2.64537
68 O 0.49605 -2.43215 -3.30690
69 C 1.26881 -1.32423 -2.82323
70 C 0.39335 -0.09601 -2.82756
71 C -0.31671 -4.66137 -3.27367
72 H 2.09458 -1.21440 -3.52912
73 H 1.66815 -1.52679 -1.83101
74 H -0.50045 -0.21796 -2.21273
75 H 0.04215 0.15340 -3.83322
76 H 0.91799 0.78182 -2.44604
77 H -1.34827 -4.45212 -2.98304
78 H 0.00814 -5.62617 -2.90898
79 H -0.28511 -4.57761 -4.35941

Cartesian forces, eV/Å:
C 0.253 -0.018 0.226
C 0.285 -0.679 -0.002
O -0.249 0.289 -0.219
O -0.235 0.286 -0.019
H -0.111 -0.061 0.056
H -0.089 0.255 0.052
H 0.067 0.232 -0.072
C 0.051 -0.084 0.198
Cl 0.045 0.079 0.066
Cl 0.060 -0.015 0.100
H -0.061 -0.008 -0.128
H -0.072 -0.007 -0.077
C 0.032 0.018 -0.146
Cl -0.048 -0.042 -0.065
Cl -0.083 0.057 -0.033
H 0.022 -0.084 0.134
H 0.065 0.029 0.008
C 0.077 0.167 0.277
O -0.325 -0.285 0.380
P 0.146 0.000 -0.602
O 0.215 -0.159 0.136
O -0.009 0.300 0.043
C -0.193 0.419 0.249
O -0.172 0.104 -0.002
C 0.313 0.115 -0.399
H -0.131 -0.014 -0.081
H 0.001 -0.143 -0.145
H 0.066 -0.032 -0.046
H 0.220 -0.340 0.092
H 0.165 -0.038 -0.236
H -0.020 -0.086 0.037
H -0.075 -0.028 0.085
H -0.101 -0.072 0.110
H -0.108 -0.055 0.101
C 0.223 0.125 -0.377
O 0.410 -0.038 -0.126
P 0.064 -0.451 0.196
O -0.094 0.493 0.061
O -0.376 -0.020 0.270
C -0.142 -0.426 -0.081
O 0.122 -0.022 -0.213
C -0.419 -0.766 -0.202
H -0.079 0.047 0.152
H -0.083 -0.089 0.094
H -0.112 0.016 0.083
H 0.102 0.136 0.137
H -0.069 0.224 -0.023
H 0.116 0.057 -0.004
H 0.204 0.058 0.211
H 0.018 0.422 0.081
H 0.112 0.263 -0.185
O 0.196 0.091 -0.209
C -0.249 -0.163 0.264
O -0.165 0.074 0.039
C 0.222 0.060 -0.664
C 0.100 0.830 -0.511
C 0.006 0.181 -0.786
H -0.135 -0.212 0.398
H -0.076 0.062 0.261
H -0.060 -0.232 0.257
H 0.033 -0.130 0.257
H 0.030 -0.295 -0.070
H -0.161 -0.046 0.133
H 0.156 -0.188 0.279
H 0.183 0.001 0.191
O 0.191 0.139 0.006
C 0.124 -0.548 0.122
O -0.318 -0.059 -0.131
C 0.053 0.248 -0.022
C -0.449 0.388 -0.101
C -0.094 0.836 -0.083
H 0.123 0.063 0.106
H -0.145 -0.238 -0.015
H 0.145 -0.231 0.114
H 0.105 -0.088 -0.022
H 0.147 -0.186 -0.030
H 0.017 -0.173 0.108
H -0.083 -0.136 -0.039
H 0.106 -0.174 -0.002

As for the total charge: -1. As for the energy above the lowest of the compared OMol25 structures with the same formula, charge and spin: 0.0 kJ/mol. As for the spin multiplicity: 1. As for the molar mass: 685.3 g mol⁻¹. As for the total energy: -116671.1671 eV. The HOMO-LUMO gap comes out at 7.4806 eV. Its strongest force on any atom is 0.01906 hartree/bohr.



(3)
Below is a 4-piece molecular cluster, C18H41ClN7O4P2 overall in a non-equilibrium geometry, with properties calculated with ωB97M-V with the def2-TZVPD basis set.

Element x y z (Å)
1 Cl 0.26492 -1.12527 -0.62884
2 C 1.23831 -2.07472 3.53634
3 C 1.20247 -2.16712 4.92600
4 C 1.35878 -1.04000 5.71788
5 C 1.53485 0.19747 5.12301
6 C 1.61379 0.29814 3.72273
7 C 1.48217 -0.85154 2.86298
8 N 1.89285 1.37967 5.95686
9 O 2.32152 2.39437 5.37340
10 O 1.89468 1.22665 7.20734
11 H 1.25293 -2.93952 2.88957
12 H 1.05904 -3.13512 5.38293
13 H 1.24455 -1.15572 6.78557
14 H 1.65542 1.30886 3.34443
15 H 1.67460 -0.73271 1.80693
16 O -4.28896 0.19993 0.39486
17 P -4.49092 0.21191 1.90409
18 N -3.28634 -0.70704 2.80044
19 C -3.45123 -1.09273 4.24557
20 C -2.00338 -1.04987 2.21921
21 N -5.90696 -0.68084 2.38456
22 C -6.85171 -0.97082 1.23745
23 C -6.59341 -0.34907 3.65315
24 N -4.59116 1.71313 2.57458
25 C -3.36491 2.41841 2.95726
26 C -5.62681 2.63532 2.12178
27 H -4.19262 -1.84496 4.51498
28 H -3.69142 -0.31779 4.97350
29 H -2.48124 -1.34223 4.67566
30 H -1.16295 -0.63292 2.77411
31 H -2.02301 -0.76918 1.16616
32 H -1.89708 -2.13415 2.18556
33 H -6.42720 -1.50173 0.38537
34 H -7.77503 -1.44527 1.56985
35 H -7.22758 -0.05294 0.78545
36 H -6.72066 0.73003 3.73940
37 H -7.58260 -0.79536 3.75524
38 H -6.07285 -0.66694 4.55652
39 H -3.51386 3.43616 3.31793
40 H -2.86551 1.83645 3.73187
41 H -2.79461 2.47113 2.02986
42 H -6.56471 2.11082 1.93918
43 H -5.28174 3.01751 1.16107
44 H -5.80496 3.38381 2.89388
45 O 5.01800 -1.01488 -3.12920
46 P 4.32261 -0.37385 -4.25381
47 N 4.55187 -1.03476 -5.78760
48 C 3.63773 -0.91738 -6.89990
49 C 5.77894 -1.84107 -6.06066
50 N 4.81550 1.17865 -4.52751
51 C 5.50721 1.94373 -3.49845
52 C 4.23150 2.09898 -5.53488
53 N 2.65289 -0.38071 -4.00921
54 C 1.94973 0.73994 -3.31655
55 C 1.87297 -1.57119 -4.20260
56 H 2.90869 -0.15564 -6.62360
57 H 3.09227 -1.82220 -7.16799
58 H 4.14503 -0.48384 -7.76175
59 H 6.27296 -1.53401 -6.98248
60 H 5.54761 -2.88406 -6.27690
61 H 6.56167 -1.83031 -5.30216
62 H 6.34221 1.28808 -3.25147
63 H 5.96600 2.81628 -3.96351
64 H 4.96087 2.13010 -2.57386
65 H 4.35147 1.63135 -6.51213
66 H 3.15919 2.04556 -5.34671
67 H 4.65399 3.09837 -5.43087
68 H 1.60198 1.36139 -4.14176
69 H 1.26573 0.35756 -2.55890
70 H 2.66568 1.29172 -2.70740
71 H 1.04616 -1.23769 -4.82970
72 H 1.49353 -1.98438 -3.26804
73 H 2.47067 -2.31029 -4.73607

Cartesian forces, eV/Å:
Cl 0.153 0.028 0.101
C 1.152 0.920 -1.270
C -0.181 0.287 -0.599
C -0.605 -0.275 0.483
C 0.475 -0.246 -0.975
C -0.732 -0.639 -0.282
C 0.316 1.126 3.122
N 1.167 0.453 1.019
O -1.158 -1.728 1.267
O -0.295 0.560 -2.721
H -0.386 -0.332 0.206
H -0.030 -0.011 0.106
H 0.329 0.250 0.091
H 0.460 -0.080 -0.375
H -0.550 -0.297 -0.245
O -0.488 -0.043 2.898
P 1.182 -3.235 -0.857
N -1.866 1.398 0.885
C 0.374 0.819 -0.287
C -0.436 -0.335 -0.640
N -0.750 0.301 -1.010
C 0.017 0.989 0.360
C 0.168 0.463 -0.259
N -0.699 0.618 1.692
C 0.240 -0.873 -0.679
C 0.177 -0.904 -0.459
H 0.131 -0.532 -0.761
H -0.434 1.036 -0.540
H 0.201 -0.670 -0.571
H -0.002 0.220 -0.210
H 0.455 0.311 0.094
H 0.150 -0.192 0.191
H 0.418 -0.252 0.550
H 0.371 -0.476 0.396
H 0.072 0.438 -0.039
H -0.160 0.169 0.173
H 0.004 -0.190 -0.555
H 0.405 -0.081 -0.270
H -0.505 -0.150 0.022
H 0.307 0.117 -0.203
H 0.809 0.268 0.291
H -0.025 -0.096 0.007
H -0.331 0.726 -0.029
H 0.104 0.183 -0.238
O 1.158 -0.041 -0.392
P -2.006 -0.244 -0.071
N 1.211 -1.531 0.296
C -0.144 0.996 0.569
C -0.556 0.132 -0.405
N 0.217 2.371 0.252
C 1.246 -1.613 0.096
C -0.842 -2.310 0.443
N 1.534 1.053 0.002
C 1.607 -0.737 -0.511
C -0.150 0.193 -0.320
H -0.320 -0.204 -0.001
H 0.163 -0.254 -0.025
H 0.196 -0.312 -0.317
H -0.090 0.602 -0.194
H -0.336 -0.259 0.340
H -0.556 0.290 0.388
H 0.206 0.249 0.664
H -0.317 0.198 0.324
H -0.226 0.403 -0.138
H 0.359 0.521 -0.275
H -0.276 0.921 -0.251
H -0.182 -0.276 -0.255
H -0.876 0.380 0.612
H -0.593 -0.104 -0.456
H 0.183 0.239 -0.202
H -0.494 -0.608 -0.139
H -0.007 0.017 0.087
H -0.114 -0.119 0.003

As for the total charge: -1. As for the spin multiplicity: 1. As for the molar mass: 517.0 g mol⁻¹. As for the total energy: -69052.1829 eV. The HOMO-LUMO gap comes out at 5.9718 eV. Its strongest force on any atom is 0.06902 hartree/bohr.